No. 1
Formula: C70H70N14
Source: the OMol25 dataset
Level of theory: wB97M-V/def2-TZVPD

## Properties
HOMO energy in eV: -9.10
E in Eh: -3475.82213
Orbital gap in eV: 9.65
E_LUMO in eV: 0.6

```
! wB97M-V def2-TZVPD RIJCOSX def2/J DEFGRID3
* xyz 0 1
N 1.919 -4.409 -5.197
C 2.193 -4.527 -3.912
C 1.313 -4.066 -2.873
C 0.127 -3.463 -3.188
C -0.200 -3.306 -4.557
C 0.711 -3.757 -5.488
H 3.106 -5.061 -3.468
H 1.636 -4.145 -1.803
H -0.550 -3.209 -2.386
H -1.076 -2.771 -4.996
H 0.530 -3.615 -6.560
N 3.671 -4.227 2.218
C 2.423 -4.554 1.807
C 1.269 -3.901 2.230
C 1.430 -2.875 3.111
C 2.668 -2.609 3.640
C 3.760 -3.212 3.060
H 2.447 -5.316 0.996
H 0.327 -4.225 1.763
H 0.571 -2.306 3.408
H 2.884 -1.804 4.307
H 4.742 -2.747 3.349
N -0.313 -0.185 6.692
C -0.284 0.014 5.416
C 0.341 1.095 4.840
C 0.983 1.987 5.668
C 1.010 1.770 7.058
C 0.327 0.642 7.475
H -0.759 -0.696 4.789
H 0.162 1.300 3.818
H 1.573 2.742 5.220
H 1.577 2.380 7.688
H 0.332 0.404 8.532
N -1.227 -6.414 1.381
C -1.594 -6.900 0.178
C -2.875 -6.805 -0.328
C -3.849 -6.229 0.491
C -3.480 -5.778 1.750
C -2.125 -5.873 2.140
H -0.828 -7.304 -0.452
H -3.055 -7.191 -1.323
H -4.853 -6.114 0.133
H -4.215 -5.312 2.448
H -1.897 -5.355 3.059
N 2.348 4.209 2.798
C 2.004 5.493 2.949
C 1.207 6.212 2.077
C 0.691 5.493 1.041
C 1.071 4.166 0.837
C 1.966 3.572 1.701
H 2.379 5.966 3.848
H 0.916 7.282 2.158
H -0.087 5.968 0.407
H 0.611 3.703 -0.100
H 2.223 2.530 1.619
N -1.869 2.793 -1.778
C -2.135 3.144 -3.062
C -3.246 3.845 -3.402
C -4.113 4.332 -2.444
C -3.810 4.051 -1.142
C -2.684 3.287 -0.881
H -1.535 2.837 -3.879
H -3.469 3.980 -4.463
H -4.933 5.047 -2.785
H -4.461 4.323 -0.326
H -2.485 2.987 0.187
N -2.289 -2.505 4.005
C -3.484 -2.603 3.443
C -4.599 -3.153 4.013
C -4.458 -3.686 5.297
C -3.235 -3.570 5.915
C -2.158 -2.964 5.247
H -3.558 -2.241 2.437
H -5.594 -3.073 3.642
H -5.280 -4.102 5.867
H -3.039 -3.972 6.908
H -1.281 -2.738 5.850
N -3.750 -1.330 -0.113
C -3.765 -0.126 -0.633
C -3.685 0.119 -2.005
C -3.608 -0.992 -2.843
C -3.445 -2.262 -2.262
C -3.509 -2.352 -0.921
H -3.882 0.641 0.125
H -3.702 1.159 -2.339
H -3.720 -0.857 -3.880
H -3.319 -3.145 -2.926
H -3.316 -3.318 -0.528
N -1.442 0.151 -4.916
C -0.587 0.205 -3.904
C 0.572 0.900 -3.940
C 0.727 1.818 -5.025
C -0.245 1.827 -6.000
C -1.273 0.895 -5.972
H -0.830 -0.426 -3.067
H 1.259 0.920 -3.193
H 1.465 2.573 -5.012
H -0.104 2.491 -6.854
H -2.056 0.904 -6.748
N 5.259 1.226 0.170
C 6.344 0.523 -0.167
C 6.320 -0.900 -0.196
C 5.129 -1.566 -0.115
C 3.998 -0.788 0.162
C 4.113 0.530 0.234
H 7.211 1.124 -0.411
H 7.287 -1.432 -0.337
H 5.086 -2.635 -0.062
H 3.051 -1.280 0.350
H 3.279 1.127 0.622
N 4.547 0.733 -4.534
C 4.629 1.152 -5.801
C 3.906 0.578 -6.892
C 3.148 -0.594 -6.625
C 3.110 -1.070 -5.312
C 3.803 -0.340 -4.303
H 5.120 2.099 -5.946
H 3.990 1.093 -7.882
H 2.550 -1.128 -7.366
H 2.559 -1.993 -5.028
H 3.663 -0.725 -3.350
N -3.274 2.277 2.419
C -2.696 2.913 3.438
C -3.155 2.747 4.740
C -4.249 1.962 5.004
C -4.725 1.195 3.975
C -4.231 1.415 2.700
H -1.866 3.614 3.276
H -2.652 3.340 5.517
H -4.750 1.893 5.961
H -5.512 0.499 4.147
H -4.627 0.801 1.904
N 2.064 6.641 -1.855
C 2.086 5.700 -2.805
C 3.064 4.712 -2.917
C 3.947 4.547 -1.920
C 3.823 5.372 -0.853
C 2.976 6.507 -0.876
H 1.437 5.696 -3.684
H 3.159 4.252 -3.873
H 4.631 3.707 -1.963
H 4.531 5.282 -0.027
H 2.936 7.205 -0.108
N 0.281 -1.496 -0.167
C 0.665 -0.458 -0.884
C 0.348 0.824 -0.450
C -0.330 1.004 0.697
C -0.754 -0.047 1.477
C -0.456 -1.320 0.966
H 1.192 -0.632 -1.864
H 0.570 1.700 -1.108
H -0.623 2.010 0.940
H -1.310 0.148 2.386
H -0.854 -2.223 1.433
*
```

---

No. 2
Formula: C70H93BN13O2
Source: the OMol25 dataset
Level of theory: wB97M-V/def2-TZVPD

## Properties
HOMO energy in eV: -9.63
E in Eh: -3609.48109
Orbital gap in eV: 6.85
E_LUMO in eV: -2.8

```
! wB97M-V def2-TZVPD RIJCOSX def2/J DEFGRID3
* xyz 1 1
C -3.171 -2.939 -4.446
C -2.257 -4.245 -4.008
N -1.698 -4.957 -5.078
C -1.981 -4.759 -2.479
C -1.425 -3.627 -1.438
C -2.677 -2.639 -0.931
C -3.765 -3.412 0.026
C -4.253 -2.387 1.249
C -5.112 -1.106 0.609
C -4.160 0.214 0.399
C -4.555 1.482 1.415
C -3.302 1.746 2.487
C -2.045 2.421 1.633
C -0.829 2.985 2.576
C 0.239 1.853 3.089
C 0.522 0.630 2.036
C -0.326 -0.698 2.492
N 0.509 -1.841 3.028
C 1.939 -2.269 2.783
C 2.149 -3.656 3.692
C 0.744 -3.987 4.489
C -0.244 -2.733 3.999
C -0.275 -2.623 -2.024
N 1.141 -2.922 -1.542
B 2.104 -2.170 -2.447
O 2.375 -2.737 -3.815
N 2.795 -0.858 -2.125
C 1.818 0.299 -2.171
C 3.578 -0.909 -0.830
C 1.292 -4.439 -1.589
C 0.299 -5.030 -0.411
O -0.889 -4.204 -0.159
H -4.308 -3.160 -4.279
H -3.041 -2.767 -5.620
H -2.803 -1.924 -3.952
H -1.150 -5.772 -4.727
H -1.330 -5.735 -2.556
H -3.037 -5.118 -2.055
H -3.172 -2.043 -1.807
H -2.157 -1.821 -0.235
H -3.417 -4.451 0.435
H -4.723 -3.632 -0.650
H -3.318 -1.917 1.795
H -4.934 -2.926 2.048
H -5.683 -1.430 -0.387
H -5.959 -0.840 1.397
H -3.030 -0.033 0.655
H -4.173 0.536 -0.735
H -4.713 2.409 0.681
H -5.586 1.315 1.945
H -3.025 0.729 2.996
H -3.722 2.560 3.244
H -1.717 1.705 0.767
H -2.521 3.377 1.100
H -0.299 3.891 2.024
H -1.342 3.443 3.551
H -0.054 1.484 4.185
H 1.281 2.418 3.229
H 1.696 0.419 2.081
H 0.302 0.894 0.905
H -1.131 -0.403 3.322
H -0.942 -1.087 1.551
H 2.715 -1.720 2.099
H 3.136 -4.323 3.760
H 0.498 -4.877 5.208
H -1.349 -2.600 4.372
H -0.218 -2.539 -3.188
H -0.512 -1.520 -1.632
H 1.177 -2.646 -0.535
H 1.956 -2.093 -4.483
H 1.690 0.780 -1.105
H 0.765 -0.034 -2.622
H 2.294 1.114 -2.887
H 4.660 -1.348 -1.046
H 3.063 -1.647 -0.081
H 3.629 0.146 -0.287
H 2.398 -4.814 -1.520
H 0.866 -4.828 -2.627
H -0.082 -6.109 -0.746
H 0.940 -5.191 0.558
N -5.060 -2.668 5.206
C -5.004 -3.921 5.708
C -6.120 -4.653 6.079
C -7.372 -4.066 5.930
C -7.463 -2.776 5.417
C -6.290 -2.124 5.072
H -4.005 -4.334 5.809
H -6.016 -5.657 6.474
H -8.270 -4.609 6.210
H -8.423 -2.290 5.289
H -6.308 -1.117 4.664
N 1.854 5.439 1.786
C 2.594 5.083 0.713
C 3.877 5.548 0.474
C 4.436 6.436 1.386
C 3.698 6.823 2.500
C 2.424 6.300 2.656
H 2.113 4.391 0.028
H 4.427 5.226 -0.404
H 5.439 6.823 1.232
H 4.105 7.513 3.230
H 1.810 6.569 3.510
N 0.423 -8.136 -5.398
C 0.796 -7.175 -6.272
C 1.493 -7.427 -7.443
C 1.835 -8.743 -7.735
C 1.467 -9.754 -6.854
C 0.767 -9.404 -5.710
H 0.509 -6.164 -5.998
H 1.765 -6.616 -8.109
H 2.383 -8.979 -8.643
H 1.718 -10.790 -7.053
H 0.454 -10.158 -4.993
N -5.235 4.563 -0.791
C -6.530 4.948 -0.790
C -7.044 5.927 -1.625
C -6.178 6.554 -2.515
C -4.838 6.181 -2.538
C -4.419 5.188 -1.667
H -7.166 4.432 -0.076
H -8.094 6.195 -1.583
H -6.543 7.327 -3.184
H -4.137 6.650 -3.219
H -3.384 4.859 -1.649
N -0.182 4.683 -3.342
C 0.191 5.644 -4.216
C 0.889 5.392 -5.387
C 1.230 4.076 -5.679
C 0.862 3.065 -4.798
C 0.162 3.415 -3.654
H -0.096 6.655 -3.942
H 1.160 6.203 -6.053
H 1.778 3.840 -6.587
H 1.113 2.029 -4.997
H -0.151 2.661 -2.937
N 4.553 -6.610 1.686
C 5.488 -7.583 1.630
C 6.269 -7.837 0.514
C 6.080 -7.048 -0.616
C 5.124 -6.038 -0.589
C 4.393 -5.859 0.575
H 5.596 -8.174 2.535
H 7.007 -8.631 0.525
H 6.673 -7.218 -1.510
H 4.952 -5.406 -1.453
H 3.638 -5.081 0.647
N 3.508 6.264 -6.898
C 4.442 5.290 -6.955
C 5.224 5.036 -8.071
C 5.035 5.825 -9.200
C 4.078 6.835 -9.173
C 3.348 7.015 -8.010
H 4.550 4.699 -6.050
H 5.962 4.242 -8.060
H 5.628 5.655 -10.094
H 3.906 7.467 -10.037
H 2.592 7.792 -7.938
N 1.526 -0.043 7.105
C 2.445 0.114 8.083
C 3.576 -0.676 8.211
C 3.779 -1.692 7.283
C 2.849 -1.879 6.265
C 1.750 -1.037 6.218
H 2.241 0.917 8.785
H 4.283 -0.503 9.015
H 4.653 -2.332 7.351
H 2.977 -2.663 5.526
H 0.998 -1.140 5.440
N 1.404 8.239 4.966
C 0.899 9.491 4.908
C 0.408 10.175 6.008
C 0.431 9.537 7.244
C 0.943 8.247 7.335
C 1.415 7.646 6.180
H 0.900 9.944 3.921
H 0.016 11.180 5.903
H 0.053 10.042 8.128
H 0.974 7.723 8.284
H 1.828 6.642 6.200
*
```

---

> The highest orbital gap belongs to which entry?

C70H70N14